1.
Here is C16H32LuO3P as an isolated structure at a distorted geometry from the Open Molecules 2025 dataset. Energies are from the ωB97M-V functional and the def2-TZVPD basis.

```
53
Properties=species:S:1:pos:R:3:mulliken_charge:R:1
C 1.67 2.41 -1.08 -0.501
H 2.53 3.04 -0.83 0.482
H 1.95 1.81 -1.95 0.177
H 1.51 1.75 -0.19 -0.196
C 0.44 3.27 -1.35 0.150
H -0.39 2.62 -1.68 0.186
H 0.11 3.74 -0.41 0.199
C 0.65 4.38 -2.39 -1.450
H -0.27 4.96 -2.53 0.382
H 1.43 5.08 -2.07 0.358
H 0.94 3.97 -3.36 0.350
C -0.90 -2.15 -0.40 0.456
C -1.50 -1.20 -1.28 0.384
C -0.53 -0.82 -2.24 0.927
C 0.68 -1.50 -1.95 0.036
C 0.45 -2.37 -0.84 0.700
C 1.44 -3.30 -0.24 -1.052
C 1.90 -1.46 -2.79 -1.658
C -0.82 -0.10 -3.50 -1.699
C -2.95 -0.93 -1.37 -1.733
C -1.60 -2.85 0.71 -1.231
Lu 0.36 -0.26 0.18 1.407
H 2.79 -1.78 -2.23 0.400
H 1.81 -2.13 -3.65 0.339
H 2.08 -0.45 -3.17 0.320
H 2.47 -3.04 -0.53 0.282
H 1.39 -3.28 0.86 0.168
H 1.28 -4.35 -0.53 0.358
H -2.43 -2.25 1.10 0.337
H -2.00 -3.79 0.33 0.391
H -0.93 -3.07 1.55 0.254
H -3.18 -0.05 -1.99 0.423
H -3.51 -1.78 -1.81 0.323
H -3.39 -0.75 -0.38 0.345
H -0.03 0.61 -3.74 0.362
H -0.92 -0.78 -4.35 0.335
H -1.76 0.46 -3.45 0.414
C -1.69 2.51 2.63 -0.560
O -2.14 1.17 2.39 -0.218
P -1.39 -0.23 2.72 0.665
O -0.65 -0.09 4.14 -0.250
C 0.36 0.77 4.71 -0.637
O 1.20 -1.05 1.77 -0.679
C 1.56 -1.88 2.89 -0.931
H -2.48 3.13 2.20 0.267
H -0.73 2.74 2.15 0.303
H -1.61 2.70 3.71 0.311
H 1.11 1.10 3.97 0.352
H -0.11 1.62 5.22 0.297
H 0.86 0.16 5.49 0.303
H 2.34 -2.61 2.63 0.388
H 1.89 -1.24 3.71 0.290
H 0.69 -2.47 3.22 0.368
```

The net charge is +2. The calculation puts the strongest force on any atom at 0.07578 hartree/bohr. Its HOMO energy is -14.52 eV. The calculation puts the total energy at -2430.86643 Ha.

2.
Here is C16H32NPPdSi as an isolated structure at a distorted geometry from the Open Molecules 2025 dataset. Energies are from the ωB97M-V functional and the def2-TZVPD basis.

```
52
Properties=species:S:1:pos:R:3:lowdin_spin:R:1
C -2.17 0.39 -3.18 0.132
C -1.85 -0.75 -2.46 0.034
C -1.09 -0.67 -1.27 0.140
C -0.83 0.59 -0.74 0.455
C -1.05 1.73 -1.51 0.142
C -1.75 1.64 -2.72 0.013
C -0.61 -1.93 -0.64 0.078
C 0.10 -2.89 -1.64 0.064
N 1.46 -2.54 -1.94 0.603
Pd -0.22 0.93 1.25 0.818
C -0.50 3.05 -1.06 0.042
P 0.84 2.66 0.13 0.225
H -2.18 -1.74 -2.81 0.002
H -1.94 2.56 -3.28 0.001
H -2.74 0.31 -4.11 0.007
H -1.25 3.66 -0.52 0.005
H -0.09 3.65 -1.88 0.004
H 0.08 -1.72 0.19 0.009
H -1.46 -2.49 -0.21 0.006
H 0.13 -3.89 -1.18 0.019
C 1.35 4.23 0.84 0.043
C 2.19 2.06 -0.91 0.033
H -0.46 -2.95 -2.59 0.004
C 1.83 -1.89 -3.16 0.070
C 2.49 -2.78 -0.97 0.065
H 0.85 1.92 2.31 0.096
H 2.20 -2.62 -3.91 0.038
H 0.96 -1.36 -3.59 0.008
H 2.64 -1.17 -2.98 0.014
H 3.29 -3.41 -1.40 0.028
H 2.96 -1.84 -0.63 0.028
H 2.05 -3.28 -0.10 0.001
H 2.56 2.88 -1.54 0.008
H 2.99 1.70 -0.25 0.001
H 1.85 1.23 -1.54 0.005
H 1.56 4.95 0.04 0.010
H 0.55 4.60 1.49 0.001
H 2.26 4.05 1.44 0.001
H 0.38 1.53 2.83 0.094
C -2.92 -0.29 2.74 0.105
Si -1.05 -0.39 2.91 0.369
C -0.51 0.17 4.64 0.054
C -0.53 -2.20 2.73 0.075
H -3.27 0.73 2.95 0.000
H -3.41 -0.98 3.46 0.022
H -3.23 -0.57 1.72 0.001
H -1.21 -0.23 5.38 0.010
H 0.50 -0.21 4.86 0.000
H -0.50 1.26 4.72 0.002
H -0.61 -2.70 3.70 0.013
H -1.17 -2.72 2.01 0.000
H 0.52 -2.28 2.39 0.003
```

The net charge is +2. Its spin multiplicity is 5. The calculation puts the strongest force on any atom at 0.07440 hartree/bohr. Its HOMO energy (spin up / spin down) is -11.53 / -15.43 eV. The calculation puts the total energy at -1441.54385 Ha.

3.
Here is C16H33As3N2SV as an isolated structure from the Open Molecules 2025 dataset. Energies are from the ωB97M-V functional and the def2-TZVPD basis.

```
56
Properties=species:S:1:pos:R:3:lowdin_spin:R:1
V -1.59 0.08 -1.52 0.940
C -1.53 -0.65 2.50 0.011
As -1.52 0.49 0.91 0.020
C -3.00 1.65 1.44 -0.006
C -0.11 1.81 1.32 -0.001
C 1.38 1.47 1.06 0.000
C 2.18 2.60 1.73 0.000
C 1.72 1.49 -0.43 -0.007
As 0.88 0.19 -1.64 -0.011
C 1.91 -1.46 -1.36 -0.002
C 1.76 0.80 -3.27 -0.002
C 1.69 0.12 1.71 -0.001
As 3.49 -0.69 1.93 0.000
C 4.69 0.16 0.62 0.000
C 4.09 0.37 3.48 0.000
H -1.41 -0.03 3.39 0.001
H -0.75 -1.40 2.48 0.000
H -2.50 -1.15 2.54 0.000
H -2.85 2.08 2.43 -0.001
H -3.93 1.07 1.43 0.000
H -3.08 2.44 0.69 0.000
H -0.23 2.10 2.37 0.000
H -0.41 2.66 0.70 0.000
H 1.85 3.57 1.35 0.000
H 3.25 2.51 1.54 0.000
H 2.02 2.59 2.81 0.000
H 2.81 1.38 -0.56 -0.001
H 1.44 2.45 -0.85 0.000
H 2.97 -1.25 -1.19 0.000
H 1.82 -2.05 -2.27 0.000
H 1.53 -2.03 -0.53 0.000
H 2.84 0.84 -3.15 0.000
H 1.37 1.79 -3.51 0.000
H 1.50 0.12 -4.08 0.000
H 1.10 -0.66 1.22 0.000
H 1.33 0.14 2.75 0.000
H 4.50 -0.22 -0.38 0.000
H 5.70 -0.15 0.90 0.000
H 4.65 1.25 0.61 0.000
H 3.40 0.21 4.30 0.000
H 4.14 1.44 3.26 0.000
H 5.08 0.02 3.78 0.000
N -4.76 -0.15 -2.41 0.007
C -4.28 -1.40 -2.24 0.015
C -5.02 -2.55 -2.56 -0.003
C -4.46 -3.79 -2.34 0.013
C -3.17 -3.90 -1.81 -0.002
C -2.52 -2.74 -1.51 0.017
N -3.05 -1.52 -1.71 0.015
H -5.56 -0.04 -3.01 0.000
H -4.09 0.62 -2.40 0.003
H -6.01 -2.45 -2.98 0.000
H -5.03 -4.68 -2.59 0.001
H -2.71 -4.86 -1.63 0.000
H -1.52 -2.74 -1.09 0.001
S -2.00 2.02 -2.24 -0.004
```

Its spin multiplicity is 2. The calculation puts the strongest force on any atom at 0.01179 hartree/bohr. Its HOMO energy (spin up / spin down) is -6.00 / -5.67 eV. The calculation puts the total energy at -8788.42796 Ha.

4.
Here is C16H33BrF3O4Si2 as an isolated structure at a distorted geometry from the Open Molecules 2025 dataset. Energies are from the ωB97M-V functional and the def2-TZVPD basis.

```
59
Properties=species:S:1:pos:R:3:mulliken_charge:R:1
C -0.64 4.11 4.53 -0.936
C -0.89 2.68 5.23 -0.602
C -0.99 1.47 4.16 -0.408
C -2.38 1.45 3.36 -0.469
C -2.80 0.01 2.77 -0.810
C -1.58 -0.87 2.20 -0.397
C -1.15 -0.50 0.69 0.462
C -2.13 -1.14 -0.40 -0.461
C -1.65 -0.86 -1.94 -0.636
C -0.21 -0.17 -2.05 0.097
Si 0.39 0.10 -3.85 0.334
O 0.55 1.82 -4.08 -0.199
Si 0.47 2.27 -5.74 0.452
Br 1.42 4.38 -5.84 -0.308
C -1.39 2.41 -6.23 -0.385
C -1.74 3.94 -6.51 -0.104
O -2.27 4.65 -5.62 -0.492
H -0.82 4.93 5.33 0.292
H -1.33 4.21 3.63 0.272
H 0.46 4.21 4.25 0.252
H 0.05 2.48 5.87 0.287
H -1.76 2.70 5.96 0.352
H -0.84 0.50 4.75 0.340
H -0.16 1.64 3.39 0.170
H -3.20 1.73 4.12 0.299
H -2.41 2.22 2.53 0.242
H -3.55 0.19 1.92 0.173
H -3.32 -0.59 3.59 0.348
H -0.66 -0.89 2.86 0.294
H -1.97 -1.95 2.15 0.394
H -1.13 0.63 0.53 0.144
H -0.08 -0.90 0.58 -0.633
H -2.12 -2.28 -0.23 0.317
H -3.20 -0.73 -0.35 0.144
H -1.65 -1.90 -2.44 0.281
H -2.44 -0.25 -2.52 0.265
H 0.55 -0.88 -1.54 -0.107
H -0.22 0.85 -1.51 0.285
H -0.46 -0.55 -4.86 -0.138
H 1.76 -0.46 -3.93 -0.173
H 1.25 1.40 -6.61 -0.097
H -1.54 1.72 -7.13 0.356
H -2.10 2.07 -5.39 0.242
H -1.46 4.35 -7.54 0.330
C 4.83 -2.65 0.31 -0.947
C 4.40 -4.10 0.15 -0.298
O 3.54 -4.56 1.17 -0.371
C 2.12 -4.21 1.12 -0.040
O 1.60 -4.51 -0.05 -0.888
C 1.83 -2.74 1.57 0.817
F 2.64 -2.36 2.60 -0.323
F 0.56 -2.62 2.06 -0.254
F 1.96 -1.80 0.61 -0.331
H 5.04 -2.42 1.35 0.224
H 5.72 -2.45 -0.29 0.416
H 4.06 -1.97 -0.04 0.145
H 5.30 -4.72 0.23 0.305
H 4.00 -4.29 -0.85 0.271
H 1.74 -4.78 1.99 0.206
```

The net charge is -1. The calculation puts the strongest force on any atom at 0.08937 hartree/bohr. Its HOMO energy is -3.82 eV. The calculation puts the total energy at -4383.06621 Ha.

5.
Here is a 7-piece molecular cluster, C16H33Cl10N3O3 overall at a distorted geometry from the Open Molecules 2025 dataset. Energies are from the ωB97M-V functional and the def2-TZVPD basis.

```
65
Properties=species:S:1:pos:R:3:mulliken_charge:R:1
Cl 11.00 -20.26 -16.82 -0.190
C 9.83 -19.49 -15.70 -0.556
C 10.27 -19.36 -14.26 0.004
Cl 11.89 -18.73 -13.91 -0.185
H 8.91 -20.07 -15.79 0.304
H 9.61 -18.46 -16.01 0.374
H 10.13 -20.39 -13.92 -0.171
H 9.53 -18.73 -13.77 0.410
Cl 6.22 -26.96 -9.98 -0.181
C 6.73 -25.46 -10.71 -0.128
C 6.64 -24.36 -9.67 -0.509
Cl 7.96 -24.58 -8.45 -0.129
H 6.07 -25.17 -11.53 0.322
H 7.66 -25.67 -11.23 0.012
H 5.71 -24.30 -9.12 0.357
H 6.71 -23.36 -10.10 0.276
Cl 16.56 -21.16 -14.01 -0.196
C 15.12 -21.57 -13.04 0.064
C 15.47 -21.88 -11.61 -0.259
Cl 16.45 -23.38 -11.50 -0.192
H 14.69 -22.44 -13.53 0.131
H 14.40 -20.75 -13.08 0.052
H 14.58 -22.26 -11.10 0.030
H 16.02 -21.03 -11.20 0.396
C 12.81 -25.98 -6.37 0.156
O 13.48 -26.65 -7.16 -0.603
N 11.69 -25.35 -6.66 0.139
C 11.01 -24.55 -5.64 -0.795
C 11.21 -25.24 -8.06 -0.853
H 13.13 -25.91 -5.32 0.251
H 10.79 -23.51 -5.88 0.291
H 11.64 -24.55 -4.75 0.285
H 10.07 -25.04 -5.43 0.293
H 10.68 -24.29 -8.11 0.261
H 11.95 -25.26 -8.85 0.202
H 10.55 -26.11 -8.14 0.355
C 11.76 -16.97 -9.05 0.156
O 11.06 -16.90 -8.00 -0.625
N 12.07 -18.18 -9.59 0.146
C 12.93 -18.29 -10.69 -0.397
C 11.33 -19.33 -9.05 -0.903
H 12.21 -16.14 -9.61 0.282
H 13.77 -18.96 -10.49 0.255
H 13.30 -17.32 -11.03 0.315
H 12.43 -18.68 -11.58 -0.083
H 10.85 -19.23 -8.07 0.282
H 10.71 -19.69 -9.87 0.200
H 12.10 -20.07 -8.82 0.341
C 8.99 -22.94 -17.82 0.097
O 8.33 -22.48 -16.90 -0.576
N 9.84 -24.02 -17.72 0.239
C 10.64 -24.47 -18.88 -0.952
C 9.81 -24.86 -16.50 -0.854
H 9.02 -22.53 -18.84 0.302
H 10.64 -23.91 -19.82 0.322
H 10.35 -25.44 -19.29 0.355
H 11.71 -24.50 -18.67 0.314
H 10.87 -24.99 -16.28 0.325
H 9.29 -24.33 -15.71 0.149
H 9.33 -25.81 -16.73 0.312
C 11.02 -23.33 -12.65 0.315
Cl 12.26 -23.98 -11.50 -0.087
Cl 9.77 -24.47 -12.92 -0.093
Cl 10.29 -21.86 -11.85 -0.105
Cl 11.73 -22.81 -14.16 -0.051
```

As for the SMILES: ClC(Cl)(Cl)Cl.CN(C)C=O.CN(C)C=O.CN(C)C=O.ClCCCl.ClCCCl.ClCCCl. The calculation puts the strongest force on any atom at 0.06909 hartree/bohr. Its HOMO energy is -9.27 eV. The calculation puts the total energy at -5621.28894 Ha.

6.
Here is C16H33ClP2V as an isolated structure at a distorted geometry from the Open Molecules 2025 dataset. Energies are from the ωB97M-V functional and the def2-TZVPD basis.

```
53
Properties=species:S:1:pos:R:3:lowdin_spin:R:1
P -2.08 -0.56 -1.02 0.003
P 0.10 -1.75 1.48 -0.002
C -2.25 -2.27 -0.25 0.002
C -1.68 -2.42 1.16 0.002
H -1.76 -2.98 -0.93 0.000
H -3.34 -2.47 -0.27 0.000
H -2.34 -1.93 1.88 0.000
H -1.64 -3.49 1.43 0.000
C 0.92 -3.16 0.63 0.001
H 2.00 -3.03 0.71 0.000
H 0.66 -3.20 -0.44 0.000
H 0.64 -4.12 1.10 0.000
C 0.35 -2.20 3.22 0.001
H 0.26 -3.27 3.39 0.000
H -0.36 -1.66 3.84 0.000
H 1.36 -1.89 3.49 0.000
C -2.98 -0.70 -2.61 -0.001
H -2.96 0.28 -3.10 0.000
H -4.01 -1.00 -2.45 0.000
H -2.47 -1.42 -3.27 0.000
C -3.35 0.26 0.00 0.003
H -3.08 0.22 1.07 0.001
H -4.32 -0.24 -0.16 0.000
H -3.41 1.31 -0.30 0.000
V 1.62 2.02 -0.42 2.453
C 1.45 -0.05 1.49 0.024
C 2.04 -0.20 0.13 0.048
C 1.19 -0.61 -1.01 0.024
C 1.04 0.34 -2.23 0.055
C 0.02 1.40 -1.97 0.081
C -0.70 1.69 -0.80 0.086
C -0.50 1.24 0.64 0.039
C 0.80 1.37 1.48 0.063
C 1.44 4.11 -0.56 0.017
H 2.03 -0.29 2.39 0.001
H 3.08 -0.58 0.06 0.003
H 0.16 -0.87 -0.67 0.002
H 1.51 -1.57 -1.44 0.005
H 2.01 0.77 -2.54 0.009
H 0.73 -0.33 -3.05 0.018
H -0.24 1.99 -2.86 0.004
H -1.44 2.49 -0.91 0.004
H -0.83 0.17 0.77 0.012
H -1.27 1.73 1.28 0.004
H 1.47 2.30 1.19 0.020
H 0.46 1.71 2.47 0.001
H 2.18 4.71 0.01 0.003
H 0.43 4.55 -0.40 0.005
H 1.71 4.21 -1.64 0.013
Cl 3.91 2.07 -1.51 0.016
C 3.56 2.35 0.20 -0.023
H 3.83 3.37 0.48 0.001
H 4.04 1.60 0.83 0.002
```

Its spin multiplicity is 4. The calculation puts the strongest force on any atom at 0.07507 hartree/bohr. Its HOMO energy (spin up / spin down) is -5.90 / -6.51 eV. The calculation puts the total energy at -2715.99114 Ha.

7.
Here is C16H33FInN6O10 as an isolated structure at a distorted geometry from the Open Molecules 2025 dataset. Energies are from the ωB97M-V functional and the def2-TZVPD basis.

```
67
Properties=species:S:1:pos:R:3:mulliken_charge:R:1
C -1.29 1.85 4.22 -0.736
C -1.70 1.41 2.75 0.311
C -1.60 -0.16 2.64 -0.413
C -0.13 -0.69 2.88 -0.928
C 0.89 -0.14 1.79 1.105
C 1.57 -1.26 0.90 -1.344
In 1.21 -1.11 -1.31 0.934
F 2.89 -1.67 -2.45 -0.775
C 0.36 0.88 -1.98 -0.272
C -0.08 1.02 -3.37 -0.098
C -0.67 2.21 -3.97 -0.539
C -0.76 3.34 -3.01 -0.556
C -0.26 3.09 -1.68 -0.110
N 0.26 1.96 -1.13 0.080
H -2.06 2.52 4.70 0.144
H -1.24 0.93 4.87 0.246
H -0.24 2.27 4.21 0.142
H -2.75 1.75 2.51 0.368
H -1.02 1.93 2.03 -0.244
H -2.33 -0.57 3.39 0.444
H -1.89 -0.53 1.62 -0.217
H -0.19 -1.81 2.87 0.424
H 0.21 -0.40 3.91 0.343
H 0.41 0.69 1.21 -0.335
H 1.72 0.34 2.39 -0.237
H 2.67 -1.32 1.12 0.347
H 1.13 -2.24 1.24 0.318
H -0.05 -2.34 -1.73 -0.369
H 0.06 0.13 -4.04 0.169
H -1.00 2.28 -5.02 0.373
H -1.19 4.32 -3.33 0.324
H -0.31 3.97 -0.99 0.206
C 1.18 -4.12 -5.20 -0.840
N -0.06 -3.30 -5.14 0.891
O -0.01 -2.26 -4.54 -0.446
O -1.05 -3.75 -5.72 -0.594
H 1.96 -3.60 -4.65 0.367
H 0.96 -5.08 -4.74 0.304
H 1.45 -4.24 -6.24 0.304
C 5.48 -6.25 -6.05 -0.741
N 4.24 -5.43 -6.00 0.880
O 4.29 -4.38 -5.40 -0.482
O 3.26 -5.89 -6.58 -0.523
H 6.26 -5.73 -5.50 0.316
H 5.26 -7.21 -5.59 0.278
H 5.76 -6.37 -7.10 0.281
C -4.61 -1.15 -1.54 -0.826
N -3.91 -0.99 -0.24 0.920
O -3.03 -1.78 0.03 -0.501
O -4.27 -0.06 0.47 -0.514
H -4.19 -2.00 -2.06 0.321
H -5.67 -1.31 -1.32 0.296
H -4.46 -0.24 -2.11 0.289
C -2.30 4.42 8.34 -0.753
N -2.45 3.42 7.26 0.859
O -2.03 2.30 7.46 -0.499
O -2.99 3.81 6.24 -0.526
H -1.80 3.95 9.19 0.306
H -1.69 5.24 7.95 0.286
H -3.29 4.76 8.62 0.280
C 2.11 3.72 1.23 -0.599
N 2.21 3.25 2.63 1.015
O 3.08 2.45 2.90 -0.553
O 1.39 3.70 3.42 -0.606
H 2.89 3.24 0.65 0.285
H 1.13 3.45 0.85 0.108
H 2.25 4.80 1.24 0.311
```

The net charge is -1. The calculation puts the strongest force on any atom at 0.07584 hartree/bohr. Its HOMO energy is -4.50 eV. The calculation puts the total energy at -1999.86585 Ha.

8.
Here is C16H33InO4P as an isolated structure at a distorted geometry from the Open Molecules 2025 dataset. Energies are from the ωB97M-V functional and the def2-TZVPD basis.

```
55
Properties=species:S:1:pos:R:3:mulliken_charge:R:1
C 3.00 1.10 3.72 -0.445
C 3.82 1.76 2.76 -0.331
In 4.77 2.97 1.04 0.596
C 4.42 1.77 -0.84 -0.727
C 3.26 2.35 -1.84 -0.600
C 1.74 1.81 -1.54 -0.107
C 1.53 0.19 -1.74 -0.811
C 0.98 -0.44 -0.30 -0.443
C -0.67 -0.19 -0.21 0.699
C -1.10 0.62 1.15 -0.403
C -2.04 1.94 0.90 -0.566
O -1.79 2.65 -0.37 -0.220
C -3.13 2.75 -1.04 0.582
C -4.23 3.84 -0.41 -0.753
O -3.44 2.03 -2.12 -0.550
P 3.73 5.28 1.06 0.259
O 2.85 5.37 2.42 -0.709
H 2.15 0.41 4.19 0.263
H 6.55 3.11 1.27 -0.327
H 5.43 1.60 -1.43 0.287
H 4.07 0.68 -0.50 0.140
H 3.27 3.54 -1.82 0.211
H 3.57 2.03 -2.95 0.265
H 1.36 2.18 -0.48 0.070
H 1.03 2.33 -2.34 0.217
H 2.58 -0.29 -1.96 0.333
H 0.82 -0.08 -2.63 0.367
H 1.56 0.12 0.56 0.135
H 1.23 -1.59 -0.24 0.284
H -1.00 0.31 -1.22 0.335
H -1.14 -1.29 -0.22 -0.894
H -0.15 0.97 1.77 0.186
H -1.72 -0.10 1.86 0.283
H -3.17 1.65 1.01 0.361
H -1.80 2.72 1.77 0.225
H -5.26 3.81 -0.97 0.288
H -4.41 3.59 0.73 0.250
H -3.74 4.92 -0.45 0.257
H 4.75 6.31 1.19 0.010
H 2.83 5.57 -0.03 0.003
C -1.72 -6.88 -0.72 -1.014
C -1.02 -5.85 0.15 -0.352
O -1.18 -4.51 -0.31 -0.382
C -2.52 -4.02 -0.38 -0.337
C -3.23 -4.02 0.96 -1.116
H -1.37 -6.81 -1.75 0.286
H -1.53 -7.89 -0.34 0.382
H -2.80 -6.73 -0.73 0.262
H 0.06 -6.05 0.13 0.316
H -1.33 -5.93 1.19 0.302
H -3.09 -4.58 -1.13 0.314
H -2.46 -2.99 -0.74 0.309
H -3.33 -5.03 1.37 0.323
H -4.24 -3.60 0.86 0.391
H -2.67 -3.43 1.70 0.296
```

The net charge is -1. The calculation puts the strongest force on any atom at 0.20289 hartree/bohr. Its HOMO energy is -4.74 eV. The calculation puts the total energy at -1461.52503 Ha.